(1)
Computed, not measured: a cluster of 8 separate species, C26H74N10O8 in total, with ωB97M-V/def2-TZVPD.

Properties
- Orbital gap: 8.49 eV
- Energy above the lowest of the compared OMol25 structures with the same formula, charge and spin: 93.5 kJ/mol

ORCA input file:
```
! wB97M-V def2-TZVPD RIJCOSX def2/J DEFGRID3
* xyz 0 1
C 1.501 2.761 5.008
O 1.211 2.627 3.816
N 1.879 1.722 5.796
N 1.484 3.994 5.601
H 1.831 0.820 5.313
H 2.373 1.853 6.657
H 1.404 4.821 5.042
H 1.868 4.040 6.528
C 3.588 -2.550 -2.110
O 2.954 -1.629 -2.629
N 3.584 -2.778 -0.770
N 4.320 -3.410 -2.874
H 3.857 -3.694 -0.461
H 2.945 -2.221 -0.207
H 4.988 -4.078 -2.546
H 4.233 -3.259 -3.863
C -2.801 4.087 0.839
C -3.134 2.630 1.132
C -3.970 2.473 2.418
O -3.370 3.016 3.559
C -2.193 2.350 4.028
N -3.875 2.029 0.003
H -3.713 4.688 0.878
H -2.274 4.165 -0.111
H -2.188 4.492 1.645
H -2.224 2.080 1.391
H -4.196 1.411 2.618
H -4.966 2.899 2.250
H -1.371 2.465 3.324
H -2.483 1.335 4.320
H -1.971 2.867 4.962
H -4.584 1.470 0.474
H -4.398 2.737 -0.500
C 0.753 -1.708 6.591
C 0.822 -1.560 5.059
C -0.310 -0.685 4.486
O -1.583 -1.145 4.844
C -1.987 -2.348 4.245
N 2.117 -0.960 4.673
H 0.571 -2.737 6.897
H -0.079 -1.084 6.919
H 1.681 -1.371 7.049
H 0.714 -2.538 4.579
H -0.125 -0.568 3.410
H -0.210 0.341 4.850
H -2.864 -2.705 4.793
H -1.302 -3.196 4.345
H -2.298 -2.264 3.200
H 2.858 -1.639 4.812
H 2.117 -0.801 3.668
C 1.543 4.129 -2.963
C 2.771 3.686 -3.788
C 3.799 3.044 -2.870
O 4.144 4.023 -1.872
C 4.694 3.447 -0.704
N 2.302 2.741 -4.805
H 1.257 3.243 -2.393
H 0.697 4.453 -3.571
H 1.791 5.030 -2.403
H 3.171 4.589 -4.255
H 4.749 2.790 -3.349
H 3.354 2.128 -2.461
H 5.244 4.251 -0.211
H 5.390 2.625 -0.888
H 3.881 3.140 -0.037
H 1.835 1.982 -4.291
H 3.075 2.310 -5.304
C -0.900 -1.267 -3.813
C -0.203 -0.047 -4.447
C -1.161 0.992 -4.982
O -1.990 0.316 -5.921
C -2.704 1.196 -6.745
N 0.725 0.492 -3.436
H -0.189 -1.978 -3.390
H -1.472 -1.776 -4.596
H -1.568 -0.986 -2.993
H 0.444 -0.468 -5.222
H -0.672 1.885 -5.380
H -1.828 1.329 -4.174
H -2.070 1.597 -7.545
H -3.138 2.029 -6.175
H -3.534 0.650 -7.196
H 1.381 -0.231 -3.171
H 0.239 0.854 -2.624
C -1.077 -0.891 0.719
C -0.205 0.300 0.270
C 1.109 -0.103 -0.382
O 2.016 -0.775 0.487
C 2.646 0.053 1.447
N -0.964 1.109 -0.717
H -0.540 -1.398 1.514
H -1.175 -1.579 -0.126
H -2.070 -0.496 0.926
H 0.005 0.954 1.127
H 1.612 0.738 -0.868
H 0.897 -0.836 -1.158
H 3.092 0.913 0.934
H 3.495 -0.450 1.910
H 1.930 0.409 2.190
H -0.795 2.093 -0.529
H -1.945 0.998 -0.475
C -3.172 -6.466 -1.356
C -3.039 -4.952 -1.475
C -1.649 -4.341 -1.643
O -0.826 -4.504 -0.500
C 0.477 -4.073 -0.775
N -3.812 -4.534 -2.657
H -4.193 -6.838 -1.448
H -2.746 -6.847 -0.426
H -2.630 -6.996 -2.146
H -3.547 -4.512 -0.607
H -1.903 -3.273 -1.676
H -1.184 -4.665 -2.576
H 1.063 -4.001 0.141
H 0.510 -3.095 -1.272
H 1.004 -4.772 -1.441
H -3.968 -3.536 -2.639
H -4.658 -5.071 -2.749
*
```

***

(2)
Computed, not measured: a cluster of 2 separate species, C2H10N3 in total, with ωB97M-V/def2-TZVPD.

Properties
- Orbital gap: 9.76 eV
- Energy above the lowest of the compared OMol25 structures with the same formula, charge and spin: 70.7 kJ/mol

ORCA input file:
```
! wB97M-V def2-TZVPD RIJCOSX def2/J DEFGRID3
* xyz 1 1
N 0.901 -1.108 0.745
C 0.529 0.050 1.227
N -0.355 0.175 2.195
H 0.531 -1.984 1.091
H 1.462 -1.097 -0.096
H 1.007 0.939 0.841
H -0.762 1.070 2.397
H -0.738 -0.632 2.652
C -0.403 -0.109 -2.393
N -0.486 0.984 -1.421
H -1.224 -0.166 -3.104
H -0.437 -1.043 -1.830
H 0.527 -0.045 -2.947
H -0.439 1.892 -1.846
H -1.379 0.932 -0.950
*
```

***

(3)
Computed, not measured: the molecule C10H3N3O2, with ωB97M-V/def2-TZVPD.

Properties
- Orbital gap (spin up / spin down): 5.88 / 5.88 eV

ORCA input file:
```
! wB97M-V def2-TZVPD RIJCOSX def2/J DEFGRID3
* xyz 0 1
C 2.015 2.177 0.035
C 3.719 0.371 0.095
C -2.734 0.260 0.073
C -2.313 -1.055 0.055
C -1.850 1.322 -0.124
C -0.905 -1.236 -0.008
C -0.050 -0.049 0.021
C -0.318 -2.486 -0.060
C 1.382 -0.269 0.024
C 2.376 0.792 0.016
N 1.946 3.318 -0.115
N 4.766 -0.054 0.012
N -0.514 1.195 0.012
O -0.111 -3.642 -0.063
O 1.635 -1.541 -0.041
H -3.730 0.376 0.163
H -2.954 -1.839 0.120
H -2.361 2.361 -0.217
*
```

***

(4)
Computed, not measured: the ion C3H6IN2 with charge +1, with ωB97M-V/def2-TZVPD.

Properties
- Orbital gap: 8.52 eV
- Energy above the lowest of the compared OMol25 structures with the same formula, charge and spin: 285.5 kJ/mol

ORCA input file:
```
! wB97M-V def2-TZVPD RIJCOSX def2/J DEFGRID3
* xyz 1 1
C 0.644 -1.213 -0.025
C 0.463 0.111 -0.527
C 1.483 -0.082 0.552
N 0.427 -2.426 -0.225
N -0.934 0.882 -0.184
I 3.630 0.014 -0.026
H 0.604 0.452 -1.525
H 1.043 0.334 1.535
H 0.996 -3.089 0.297
H -1.722 0.188 -0.280
H -0.884 1.756 -0.727
H -0.962 1.087 0.852
*
```

***

(5)
Computed, not measured: a cluster of 4 separate species, C5H18O3S2 in total, with ωB97M-V/def2-TZVPD.

Properties
- Orbital gap: 9.09 eV
- Energy above the lowest of the compared OMol25 structures with the same formula, charge and spin: 0.0 kJ/mol

ORCA input file:
```
! wB97M-V def2-TZVPD RIJCOSX def2/J DEFGRID3
* xyz 0 1
C -0.187 -0.549 -2.512
C 0.864 0.028 -3.439
C -0.363 0.254 -1.207
S 1.129 -0.004 -0.141
S 0.650 0.229 1.776
C -0.288 -1.248 2.349
C -1.792 -0.987 2.411
H -1.166 -0.590 -3.059
H 0.004 -1.632 -2.325
H 1.834 -0.111 -3.054
H 0.823 -0.508 -4.453
H 0.670 1.083 -3.635
H -1.290 -0.057 -0.693
H -0.520 1.312 -1.357
H 0.126 -1.534 3.357
H -0.140 -2.101 1.718
H -2.339 -1.876 2.615
H -2.036 -0.316 3.251
H -2.197 -0.568 1.485
H -0.149 3.607 -0.980
H 0.145 3.368 0.442
O -0.588 3.588 -0.117
H -3.233 2.128 0.498
H -1.816 2.347 0.015
O -2.515 1.722 0.075
H 1.219 -2.944 -0.752
H 2.643 -3.293 -0.279
O 1.797 -3.673 -0.529
*
```

***

What did the second record say?
Computed, not measured: a cluster of 2 separate species, C2H10N3 in total, with ωB97M-V/def2-TZVPD.

Properties
- Orbital gap: 9.76 eV
- Energy above the lowest of the compared OMol25 structures with the same formula, charge and spin: 70.7 kJ/mol

ORCA input file:
```
! wB97M-V def2-TZVPD RIJCOSX def2/J DEFGRID3
* xyz 1 1
N 0.901 -1.108 0.745
C 0.529 0.050 1.227
N -0.355 0.175 2.195
H 0.531 -1.984 1.091
H 1.462 -1.097 -0.096
H 1.007 0.939 0.841
H -0.762 1.070 2.397
H -0.738 -0.632 2.652
C -0.403 -0.109 -2.393
N -0.486 0.984 -1.421
H -1.224 -0.166 -3.104
H -0.437 -1.043 -1.830
H 0.527 -0.045 -2.947
H -0.439 1.892 -1.846
H -1.379 0.932 -0.950
*
```